Density functional theory data (the ωB97M-V functional and the def2-TZVPD basis) for C10H30BF4O5RbS5 as an isolated structure at a distorted geometry.

Each line ends with the natural charge from an NBO analysis.
Positions of all 56 atoms, in Å:
Rb1 19.169 26.908 17.664  0.931
S1 19.623 24.019 14.798  1.241
S2 16.019 28.337 19.947  1.216
S3 16.089 27.277 15.127  1.234
S4 19.831 23.428 19.607  1.234
S5 20.592 28.154 21.321  1.248
F1 18.369 30.061 16.295  -0.596
F2 20.030 28.576 15.689  -0.591
F3 20.018 30.680 14.801  -0.564
F4 20.520 30.400 17.038  -0.571
O1 16.911 27.277 19.391  -1.005
O2 20.755 27.618 19.930  -1.009
O3 20.278 24.885 15.837  -0.996
O4 16.782 26.622 16.305  -1.019
O5 18.982 24.349 18.778  -0.997
C1 17.448 27.647 14.000  -0.834
C2 18.187 23.296 15.658  -0.829
C3 21.362 24.339 19.976  -0.822
C4 15.957 29.594 18.624  -0.815
C5 19.188 27.258 22.020  -0.822
C6 20.675 22.239 18.497  -0.821
C7 20.638 22.526 14.640  -0.833
C8 14.295 27.770 19.727  -0.824
C9 19.744 29.755 21.237  -0.839
C10 15.337 25.918 14.168  -0.812
B1 19.754 29.939 15.950  1.341
H1 22.045 23.713 20.546  0.225
H2 13.845 27.539 20.692  0.229
H3 21.848 24.666 19.056  0.243
H4 15.226 26.243 13.134  0.231
H5 21.115 22.823 17.690  0.239
H6 17.110 27.957 13.010  0.226
H7 21.223 22.625 13.726  0.238
H8 21.049 25.232 20.512  0.250
H9 17.441 24.089 15.718  0.255
H10 21.388 21.705 19.118  0.231
H11 18.325 27.297 21.356  0.260
H12 20.306 30.469 20.629  0.262
H13 14.404 25.595 14.615  0.236
H14 18.973 27.758 22.966  0.224
H15 17.794 22.457 15.082  0.216
H16 18.067 28.442 14.413  0.295
H17 19.673 30.202 22.229  0.229
H18 13.699 28.541 19.244  0.230
H19 18.101 26.774 13.930  0.229
H20 21.332 22.421 15.469  0.239
H21 19.936 21.576 18.051  0.228
H22 15.382 30.432 19.023  0.219
H23 19.540 26.235 22.124  0.226
H24 20.028 21.625 14.585  0.229
H25 15.462 29.168 17.752  0.234
H26 18.441 23.018 16.678  0.248
H27 16.105 25.143 14.188  0.224
H28 14.362 26.858 19.137  0.256
H29 18.769 29.701 20.748  0.229
H30 16.959 29.884 18.309  0.277

Force components x, y, z for each atom (eV/Å):
Rb 0.11 0.10 -0.03
S -0.19 0.06 1.11
S -0.05 0.48 -1.07
S 0.74 -0.22 0.36
S 0.41 0.28 -0.45
S -0.57 0.20 -0.50
F 0.09 -0.29 -0.01
F 0.00 -0.10 0.04
F -0.09 -0.04 0.05
F -0.17 -0.30 -0.16
O -0.02 -0.20 0.57
O 0.02 0.22 0.44
O 0.00 -0.30 -0.56
O -0.83 0.16 -0.78
O 0.39 -0.74 0.37
C 0.22 0.01 -0.25
C 0.02 0.12 -0.37
C -0.34 0.04 -0.19
C -0.29 -0.18 0.30
C 0.39 0.39 -0.04
C -0.71 0.57 -0.02
C 0.12 -0.25 -0.25
C 0.13 -0.07 0.36
C 0.13 0.61 -0.51
C 1.00 0.34 -0.08
B 0.06 0.72 0.11
H -0.10 0.01 0.18
H 0.16 -0.02 0.03
H -0.16 -0.08 -0.11
H -0.28 0.06 0.05
H 0.28 0.04 0.12
H -0.21 -0.08 0.07
H -0.04 -0.01 0.01
H 0.14 -0.04 0.14
H 0.07 0.05 0.01
H 0.13 -0.12 -0.18
H 0.11 0.02 -0.19
H 0.36 -0.38 0.01
H -0.03 0.02 0.07
H -0.06 -0.38 0.17
H 0.02 0.02 0.01
H -0.31 0.07 0.27
H -0.11 -0.29 0.13
H 0.03 -0.04 -0.12
H -0.23 -0.15 -0.01
H -0.12 0.27 0.20
H -0.03 -0.14 0.27
H 0.11 0.11 -0.16
H -0.19 -0.05 0.32
H -0.10 0.10 -0.11
H -0.05 -0.10 0.06
H 0.24 -0.03 -0.02
H -0.23 -0.20 0.03
H 0.00 0.11 -0.18
H -0.06 -0.39 0.22
H 0.08 0.03 0.30

The calculation puts the frontier orbital gap at 9.15 eV. The calculation puts the highest occupied orbital energy at -9.0 eV.